# 1
{
  "formula": "C28H27B2F4N4O4OsS",
  "method": "wB97M-V/def2-TZVPD",
  "gap_ev": [6.66, 4.78],
  "lumo_ev": [-4.3290, -6.1231],
  "e_homo_ev": [-10.9928, -10.9012],
  "spin_multiplicity": 5,
  "max_force_ev_per_a": 1.86,
  "s_squared": 6.027,
  "charge": 1,
  "species": ["Os", "O", "C", "O", "C", "C", "C", "C", "C", "C", "N", "C", "C", "C", "C", "C", "C", "N", "H", "H", "H", "H", "H", "H", "H", "H", "H", "H", "C", "C", "C", "C", "C", "C", "C", "C", "O", "B", "O", "C", "C", "H", "H", "H", "H", "H", "H", "H", "H", "H", "H", "H", "H", "C", "C", "C", "C", "N", "C", "S", "N", "H", "H", "H", "H", "H", "F", "B", "F", "F", "F"],
  "positions_angstrom": [[-0.049, -0.001, 1.138], [4.326, 3.661, 5.949], [3.221, 3.204, 6.549], [2.880, 3.579, 7.633], [2.423, 2.214, 5.752], [1.920, 1.068, 6.362], [1.208, 0.147, 5.626], [0.959, 0.380, 4.267], [1.358, 1.593, 3.699], [2.122, 2.484, 4.419], [0.334, -0.524, 3.415], [0.257, -1.772, 3.696], [-0.411, -2.694, 2.796], [-0.872, -3.932, 3.248], [-1.515, -4.774, 2.357], [-1.650, -4.374, 1.037], [-1.171, -3.126, 0.665], [-0.587, -2.312, 1.525], [4.530, 3.217, 5.115], [2.115, 0.905, 7.410], [0.829, -0.737, 6.117], [1.104, 1.806, 2.668], [2.464, 3.398, 3.954], [0.679, -2.194, 4.607], [-0.743, -4.206, 4.282], [-1.890, -5.732, 2.682], [-2.117, -5.014, 0.305], [-1.258, -2.766, -0.350], [0.595, -3.144, -6.448], [-0.088, -1.775, -6.616], [0.507, -1.087, -7.846], [-1.592, -1.973, -6.868], [0.104, -0.990, -5.333], [0.867, 0.190, -5.285], [1.095, 0.898, -4.118], [0.533, 0.395, -2.958], [0.598, 0.836, -1.681], [-0.115, -0.062, -0.919], [-0.643, -1.056, -1.717], [-0.237, -0.782, -2.989], [-0.464, -1.482, -4.152], [0.471, -3.727, -7.356], [0.166, -3.700, -5.620], [1.659, -3.016, -6.262], [0.299, -1.689, -8.729], [1.586, -0.982, -7.763], [0.060, -0.109, -8.001], [-1.733, -2.463, -7.827], [-2.097, -1.010, -6.898], [-2.052, -2.585, -6.100], [1.321, 0.559, -6.189], [1.697, 1.790, -4.104], [-1.053, -2.384, -4.124], [-4.457, 4.632, 2.339], [-3.275, 3.822, 1.957], [-2.019, 4.391, 1.701], [-0.980, 3.534, 1.381], [-1.166, 2.220, 1.304], [-2.410, 1.763, 1.533], [-2.545, 0.044, 1.359], [-3.438, 2.507, 1.862], [-4.554, 5.490, 1.677], [-4.334, 5.014, 3.353], [-5.354, 4.021, 2.297], [-1.872, 5.455, 1.747], [0.019, 3.889, 1.177], [3.260, -0.198, 2.388], [2.983, -0.201, 1.062], [2.124, 0.961, 0.795], [4.033, -0.236, 0.253], [2.032, -1.255, 0.799]],
  "mulliken_charge": [3.008, -0.458, 0.365, -0.513, 0.350, -1.245, -0.617, 1.014, 0.148, -1.375, 0.013, -0.154, 0.211, -0.955, -0.400, -0.880, -0.361, -0.139, 0.372, 0.466, 0.420, 0.276, 0.519, 0.459, 0.504, 0.457, 0.492, 0.645, -1.571, 2.186, -2.159, -1.623, 0.377, -0.259, -1.946, 0.872, -0.267, 0.406, -0.716, 0.310, -1.087, 0.436, 0.341, 0.378, 0.436, 0.439, 0.464, 0.468, 0.379, 0.314, 0.492, 0.498, 0.471, -1.220, 0.955, -0.991, -0.216, -0.147, 0.337, -0.402, -0.525, 0.364, 0.303, 0.348, 0.400, 0.600, -0.325, 0.326, -0.436, -0.251, -0.379]
}



# 2
{
  "formula": "C28H27Br4F6N2NaO3",
  "method": "wB97M-V/def2-TZVPD",
  "gap_ev": 4.18,
  "lumo_ev": 3.6779,
  "e_homo_ev": -0.5023,
  "spin_multiplicity": 1,
  "max_force_ev_per_a": 0.21,
  "charge": -2,
  "species": ["Na", "C", "C", "C", "C", "C", "C", "C", "N", "C", "C", "C", "C", "C", "C", "C", "N", "C", "C", "C", "C", "H", "H", "H", "H", "H", "H", "H", "H", "H", "H", "H", "H", "H", "H", "H", "H", "H", "H", "H", "H", "H", "H", "H", "H", "Br", "C", "C", "Br", "C", "Br", "C", "O", "C", "O", "C", "Br", "C", "C", "O", "C", "F", "F", "F", "C", "F", "F", "F", "H", "H", "H"],
  "positions_angstrom": [[-0.452, -0.077, 0.267], [6.731, 0.126, -0.995], [5.881, 0.656, 0.167], [6.193, -0.143, 1.440], [6.257, 2.117, 0.419], [4.402, 0.494, -0.179], [3.864, -0.777, -0.370], [2.514, -0.908, -0.656], [1.705, 0.138, -0.756], [2.187, 1.354, -0.547], [3.537, 1.572, -0.286], [1.184, 2.462, -0.548], [1.497, 3.721, -0.040], [0.532, 4.711, 0.018], [-0.734, 4.385, -0.466], [-0.961, 3.110, -0.950], [-0.031, 2.165, -0.999], [0.814, 6.105, 0.578], [0.824, 7.102, -0.591], [-0.278, 6.509, 1.577], [2.164, 6.169, 1.295], [7.796, 0.223, -0.765], [6.522, 0.687, -1.908], [6.518, -0.926, -1.192], [7.247, -0.026, 1.707], [5.994, -1.206, 1.303], [5.578, 0.210, 2.269], [7.317, 2.181, 0.678], [5.679, 2.535, 1.245], [6.090, 2.732, -0.468], [4.476, -1.665, -0.276], [2.033, -1.876, -0.771], [3.896, 2.578, -0.129], [2.474, 3.886, 0.386], [-1.547, 5.100, -0.450], [-1.945, 2.819, -1.303], [-0.134, 7.101, -1.114], [1.602, 6.840, -1.311], [1.017, 8.115, -0.226], [-1.258, 6.563, 1.103], [-0.052, 7.497, 1.989], [-0.333, 5.792, 2.396], [2.992, 5.985, 0.608], [2.213, 5.437, 2.103], [2.301, 7.166, 1.722], [-2.949, -6.802, -0.107], [-2.843, -4.901, -0.124], [-3.982, -4.132, -0.187], [-5.703, -4.947, -0.252], [-3.860, -2.725, -0.230], [-5.414, -1.609, -0.261], [-2.636, -2.035, -0.252], [-2.522, -0.770, -0.276], [-1.406, -2.869, -0.170], [-0.276, -2.288, -0.111], [-1.587, -4.257, -0.102], [0.032, -5.271, 0.051], [0.338, 0.002, 3.893], [0.836, 1.251, 3.133], [0.604, 1.223, 1.828], [0.144, 2.493, 3.776], [-1.181, 2.450, 3.572], [0.572, 3.665, 3.249], [0.314, 2.612, 5.122], [2.371, 1.366, 3.391], [2.730, 1.447, 4.702], [3.010, 0.289, 2.899], [2.937, 2.440, 2.791], [-0.736, -0.077, 3.726], [0.544, 0.032, 4.965], [0.811, -0.871, 3.446]],
  "mulliken_charge": [0.846, -1.798, 2.298, -1.609, -2.144, 0.674, -0.677, -1.182, -0.518, -0.790, 0.542, 0.008, 1.022, 0.094, -0.299, -1.072, -0.572, 2.292, -1.842, -1.631, -1.931, 0.462, 0.397, 0.321, 0.469, 0.339, 0.283, 0.448, 0.347, 0.376, 0.416, 0.518, 0.517, 0.086, 0.377, 0.421, 0.360, 0.370, 0.460, 0.338, 0.469, 0.216, 0.351, 0.319, 0.448, -0.249, 0.142, 0.053, -0.250, -0.205, -0.238, 0.463, -0.915, 0.413, -0.686, -0.239, -0.247, -2.240, 0.965, -0.378, 0.543, -0.293, -0.181, -0.332, 0.557, -0.345, -0.279, -0.170, 0.484, 0.392, 0.417]
}



# 3
{
  "formula": "C28H27Cl2IN5O6SV",
  "method": "wB97M-V/def2-TZVPD",
  "gap_ev": [5.34, 5.21],
  "lumo_ev": [2.1042, 2.1042],
  "e_homo_ev": [-3.2399, -3.1092],
  "spin_multiplicity": 2,
  "max_force_ev_per_a": 0.71,
  "s_squared": 0.992,
  "charge": -1,
  "species": ["V", "C", "C", "N", "C", "C", "S", "C", "C", "N", "H", "H", "H", "H", "H", "H", "H", "H", "H", "H", "H", "H", "H", "H", "Cl", "C", "C", "C", "I", "C", "O", "C", "N", "C", "C", "C", "C", "H", "H", "H", "H", "O", "C", "O", "C", "C", "Cl", "N", "N", "C", "C", "O", "O", "C", "C", "C", "C", "C", "C", "H", "H", "H", "H", "H", "H", "C", "C", "O", "H", "H", "H"],
  "positions_angstrom": [[0.512, -0.591, 1.132], [-3.452, -2.084, -0.178], [-2.734, -1.851, -1.513], [-2.142, -0.534, -1.668], [-3.011, 0.558, -2.043], [-3.966, 1.041, -0.949], [-3.218, 1.436, 0.661], [-4.107, 0.298, 1.763], [-3.462, -1.075, 2.059], [-2.706, -1.607, 0.958], [-3.687, -3.159, -0.123], [-4.420, -1.577, -0.181], [-3.446, -2.085, -2.324], [-1.919, -2.570, -1.583], [-1.368, -0.599, -2.312], [-3.639, 0.319, -2.922], [-2.373, 1.397, -2.336], [-4.753, 0.310, -0.774], [-4.460, 1.941, -1.322], [-5.110, 0.187, 1.347], [-4.225, 0.835, 2.706], [-4.287, -1.738, 2.375], [-2.787, -0.973, 2.902], [-1.944, -2.211, 1.224], [4.668, -3.284, -3.632], [3.354, -2.977, -2.520], [2.326, -3.874, -2.444], [1.256, -3.664, -1.560], [-0.221, -5.118, -1.369], [1.200, -2.530, -0.761], [0.242, -2.233, 0.075], [2.296, -1.618, -0.849], [2.189, -0.548, 0.011], [3.237, 0.276, 0.088], [4.369, 0.127, -0.719], [4.460, -0.891, -1.632], [3.397, -1.824, -1.698], [2.343, -4.758, -3.065], [3.171, 1.063, 0.828], [5.174, 0.842, -0.610], [5.324, -1.008, -2.269], [-1.007, 3.888, 4.525], [-0.449, 4.392, 3.444], [-0.234, 5.575, 3.314], [-0.044, 3.420, 2.386], [0.471, 3.750, 1.146], [0.684, 5.274, 0.428], [0.718, 2.608, 0.463], [0.366, 1.540, 1.211], [-0.091, 2.012, 2.359], [-0.673, 0.989, 3.295], [-1.200, 1.372, 4.353], [-0.630, -0.188, 2.851], [1.145, 2.404, -0.881], [2.239, 3.082, -1.397], [2.666, 2.788, -2.681], [2.024, 1.805, -3.424], [0.935, 1.134, -2.891], [0.477, 1.440, -1.617], [-1.114, 2.876, 4.481], [2.767, 3.804, -0.791], [3.526, 3.303, -3.089], [2.383, 1.554, -4.414], [0.443, 0.360, -3.469], [-0.371, 0.925, -1.182], [2.086, -2.742, 2.774], [1.860, -1.266, 2.475], [2.526, -0.425, 3.078], [2.757, -2.864, 3.628], [2.524, -3.216, 1.889], [1.134, -3.243, 2.961]],
  "mulliken_charge": [0.382, -1.099, -0.320, 0.477, -0.884, -0.830, -0.019, -0.919, -0.947, 0.286, 0.450, 0.351, 0.472, -0.291, 0.018, 0.480, 0.238, 0.295, 0.564, 0.526, 0.496, 0.377, 0.338, 0.119, -0.308, 0.641, -0.462, -0.273, -0.062, 0.347, -0.080, -0.596, 1.102, -0.616, -1.191, -1.254, 0.108, 0.431, 0.536, 0.450, 0.421, -0.597, 0.435, -0.636, -0.214, -0.244, -0.162, -0.094, 1.619, -0.032, 0.836, -0.894, -0.618, -0.488, -0.254, -0.810, -0.717, -0.506, 0.749, 0.401, 0.484, 0.378, 0.412, 0.360, -0.227, -1.371, 1.337, -0.697, 0.422, 0.148, 0.225]
}



# 4
{
  "formula": "C28H27FN3O6PRuS5Te",
  "method": "wB97M-V/def2-TZVPD",
  "gap_ev": [6.28, 5.86],
  "lumo_ev": [2.1065, 0.7793],
  "e_homo_ev": [-4.1740, -5.0825],
  "spin_multiplicity": 6,
  "max_force_ev_per_a": 0.44,
  "s_squared": 8.808,
  "charge": -1,
  "species": ["Ru", "S", "C", "S", "C", "C", "S", "S", "S", "C", "C", "C", "C", "C", "C", "C", "F", "C", "C", "C", "O", "C", "C", "N", "C", "C", "O", "O", "H", "H", "H", "H", "H", "H", "H", "H", "H", "H", "H", "C", "C", "O", "P", "O", "Te", "O", "C", "C", "H", "H", "H", "H", "H", "H", "H", "H", "H", "H", "N", "C", "N", "C", "C", "C", "C", "C", "C", "H", "H", "H", "H", "H", "H"],
  "positions_angstrom": [[1.811, -0.559, -0.209], [6.729, 4.092, -3.306], [5.587, 3.081, -2.693], [4.604, 3.466, -1.328], [3.644, 2.009, -1.265], [3.944, 1.053, -2.252], [3.153, -0.396, -2.512], [5.226, 1.530, -3.348], [2.424, 1.911, -0.112], [-5.915, 0.071, 0.047], [-5.264, 1.090, -0.870], [-5.602, 2.513, -0.452], [-5.087, 3.494, -1.490], [-3.630, 3.243, -1.780], [-2.836, 4.240, -2.302], [-1.485, 4.013, -2.531], [-0.751, 5.031, -3.035], [-0.891, 2.818, -2.249], [-1.679, 1.791, -1.719], [-1.017, 0.514, -1.373], [0.179, 0.370, -1.660], [-1.848, -0.451, -0.722], [-3.170, -0.186, -0.576], [-3.795, 0.957, -0.936], [-3.042, 1.995, -1.486], [-1.341, -1.750, -0.131], [-2.180, -2.519, 0.355], [-0.092, -1.939, -0.144], [-6.984, 0.284, 0.082], [-5.518, 0.141, 1.061], [-5.794, -0.953, -0.299], [-5.648, 0.939, -1.888], [-5.143, 2.709, 0.522], [-6.683, 2.604, -0.334], [-5.218, 4.524, -1.156], [-5.672, 3.385, -2.409], [-3.254, 5.215, -2.519], [0.165, 2.642, -2.405], [-3.765, -0.959, -0.115], [6.010, -4.228, -0.674], [4.578, -4.146, -1.151], [4.009, -2.959, -0.597], [2.396, -2.810, -0.685], [1.899, -3.290, -2.002], [3.514, -0.787, 1.624], [1.973, -3.819, 0.507], [0.856, -4.707, 0.354], [1.276, -6.074, 0.849], [6.507, -5.105, -1.096], [6.047, -4.297, 0.414], [6.563, -3.338, -0.978], [4.006, -5.021, -0.832], [4.520, -4.091, -2.240], [0.561, -4.733, -0.695], [0.016, -4.304, 0.920], [2.055, -6.499, 0.213], [0.420, -6.753, 0.844], [1.663, -6.014, 1.867], [0.346, -0.580, 3.808], [0.026, -0.845, 2.512], [-0.089, 0.229, 1.778], [0.207, 1.277, 2.640], [0.251, 2.646, 2.387], [0.591, 3.485, 3.430], [0.882, 2.980, 4.708], [0.840, 1.623, 4.975], [0.497, 0.790, 3.916], [0.595, -1.272, 4.492], [-0.096, -1.852, 2.141], [0.048, 3.027, 1.394], [0.645, 4.552, 3.259], [1.154, 3.667, 5.498], [1.071, 1.234, 5.958]],
  "mulliken_charge": [0.869, -0.278, 0.116, -0.073, -0.048, 0.134, -0.396, -0.108, -0.194, -1.975, 0.579, -0.979, -1.126, 1.261, -0.734, 0.218, -0.376, -1.291, 0.398, 1.136, -1.223, -0.277, 0.107, 0.272, -0.638, -0.622, -0.843, 0.316, 0.444, 0.372, 0.526, 0.164, 0.329, 0.367, 0.431, 0.341, 0.501, 0.682, 0.741, -1.312, 0.055, 0.121, 1.087, -0.891, -0.365, -0.115, -0.081, -1.435, 0.387, 0.296, 0.303, 0.063, 0.272, 0.398, 0.171, 0.306, 0.408, 0.280, 0.110, -0.825, 0.060, 0.109, -0.152, -0.845, -0.388, -1.068, 0.502, 0.232, 0.473, 0.563, 0.405, 0.366, 0.386]
}